Record 1
{
  "formula": "C14H16",
  "method": "ωB97M-V/def2-TZVPD",
  "symbols": ["C", "C", "C", "C", "C", "C", "C", "H", "H", "H", "H", "H", "H", "H", "H", "C", "C", "C", "C", "C", "C", "C", "H", "H", "H", "H", "H", "H", "H", "H"],
  "xyz": [[1.57080, 2.96487, -1.39048], [1.09629, 0.91893, 1.73622], [0.82539, 1.50635, 0.51957], [2.44605, 0.77470, 2.11289], [1.87695, 2.04961, -0.24971], [3.47752, 1.25728, 1.36240], [3.19421, 1.95272, 0.14772], [0.21503, 0.56227, 2.25406], [-0.20838, 1.67653, 0.24824], [2.63838, 0.10316, 2.94497], [4.48952, 0.93773, 1.57232], [2.47054, 3.36279, -1.84823], [0.85867, 3.72719, -1.08074], [3.94743, 2.25089, -0.56111], [1.14633, 2.40524, -2.24708], [-1.22846, -3.47816, 0.85835], [-1.37640, -0.40041, -1.43535], [-0.90339, -1.39793, -0.54105], [-2.71526, -0.16742, -1.54882], [-1.71522, -2.29577, 0.09500], [-3.61864, -1.04283, -0.88065], [-3.08828, -2.04275, -0.07396], [-0.60608, 0.14465, -1.96220], [0.17581, -1.31509, -0.44511], [-3.13362, 0.68438, -2.07024], [-4.68494, -1.07538, -1.03466], [-1.83452, -3.69028, 1.72782], [-0.18804, -3.36880, 1.16312], [-3.83308, -2.65323, 0.42692], [-1.29464, -4.35127, 0.19975]],
  "atomic_forces_ev_per_a": [[-0.45, -1.03, -1.36], [0.30, 0.17, -1.04], [0.66, 0.87, 0.27], [-1.17, -1.11, 0.90], [-0.34, 0.87, 0.27], [0.22, 0.21, -1.90], [-0.37, -1.55, 1.28], [0.46, -0.27, 0.57], [0.02, -0.08, -0.30], [0.22, 0.39, 0.19], [0.09, 0.35, 0.27], [0.15, 0.51, 0.39], [0.16, 0.19, -0.20], [0.39, 0.33, 0.25], [-0.33, 0.18, 0.44], [0.27, -0.24, -0.21], [0.44, -0.68, 1.18], [0.96, 1.18, -1.41], [-1.71, -0.38, 0.19], [-0.92, 0.80, 0.02], [1.73, -0.19, 0.04], [-0.78, -0.27, -0.21], [-0.23, 0.42, 0.01], [0.03, -0.86, 0.29], [0.20, -0.14, -0.43], [-0.14, 0.63, 0.05], [-0.17, 0.01, 0.27], [-0.01, 0.02, 0.00], [0.24, -0.33, 0.05], [0.09, -0.01, 0.15]],
  "nbo_charge": [-0.632, -0.192, -0.222, -0.233, -0.013, -0.202, -0.219, 0.218, 0.216, 0.210, 0.213, 0.214, 0.222, 0.209, 0.211, -0.628, -0.211, -0.214, -0.224, -0.020, -0.210, -0.209, 0.213, 0.215, 0.212, 0.215, 0.218, 0.220, 0.201, 0.223],
  "e_above_lowest_kcal_mol": 18.7,
  "multiplicity": 1,
  "smiles": "Cc1ccccc1.Cc1ccccc1",
  "largest_force_ev_per_a": 2.07,
  "charge": 0
}

---

Record 2
{
  "formula": "C14H16",
  "method": "ωB97M-V/def2-TZVPD",
  "symbols": ["C", "C", "C", "C", "C", "C", "C", "H", "H", "H", "H", "H", "H", "H", "H", "C", "C", "C", "C", "C", "C", "C", "H", "H", "H", "H", "H", "H", "H", "H"],
  "xyz": [[-0.01707, -2.49264, -0.88850], [2.86787, -3.42847, 1.33133], [1.64964, -3.52551, 0.66725], [3.92490, -2.84680, 0.64924], [1.40110, -2.77557, -0.47349], [3.74416, -2.29315, -0.59780], [2.46333, -2.09124, -1.07901], [3.00172, -3.71341, 2.36653], [0.81197, -4.07724, 1.07695], [4.92914, -2.90130, 1.05031], [4.61552, -1.91107, -1.11527], [-0.40513, -3.01029, -1.76999], [-0.15688, -1.43475, -1.11290], [2.26259, -1.48299, -1.93858], [-0.69170, -2.74322, -0.06993], [-4.08216, 2.96727, -0.74074], [-0.72206, 1.43562, 0.16970], [-0.17491, 2.38809, 1.05052], [-1.89846, 1.67804, -0.49974], [-2.73424, 2.72388, -0.08966], [-0.86018, 3.57411, 1.18634], [-2.19537, 3.67188, 0.76668], [0.00861, 0.72722, -0.18562], [0.83930, 2.25033, 1.39885], [-2.25860, 0.97091, -1.23910], [-0.43835, 4.44161, 1.67647], [-3.94540, 3.01996, -1.81847], [-4.41024, 3.95888, -0.41395], [-2.66871, 4.61596, 1.00886], [-4.86041, 2.30389, -0.36626]],
  "atomic_forces_ev_per_a": [[-0.53, -0.17, -0.14], [-0.02, 0.07, -0.42], [-0.33, 0.27, 0.57], [0.46, -0.63, 0.27], [0.23, 0.78, -0.29], [0.19, 0.79, -0.15], [-0.35, -1.07, 0.17], [-0.08, -0.53, -0.14], [0.05, 0.10, 0.33], [-0.05, 0.16, 0.18], [-0.11, 0.15, -0.09], [0.39, -0.25, -0.02], [0.12, 0.06, 0.13], [0.06, 0.21, -0.39], [-0.06, 0.07, -0.01], [0.45, 0.82, 0.93], [1.38, 0.94, -0.20], [-0.23, 0.03, -1.11], [-0.88, -0.65, 0.77], [-0.06, 0.40, -0.43], [-0.72, -0.09, 0.98], [1.09, 0.32, -0.31], [-0.35, -0.77, 0.06], [-0.04, 0.07, 0.16], [0.07, 0.08, -0.10], [0.15, -0.14, 0.24], [-0.43, -0.43, -0.08], [-0.03, 0.01, -0.20], [-0.49, -0.19, -0.17], [0.09, -0.40, -0.53]],
  "nbo_charge": [-0.633, -0.203, -0.212, -0.226, -0.009, -0.204, -0.218, 0.216, 0.207, 0.211, 0.211, 0.219, 0.216, 0.209, 0.216, -0.631, -0.208, -0.220, -0.215, -0.011, -0.197, -0.222, 0.209, 0.214, 0.208, 0.208, 0.222, 0.211, 0.208, 0.222],
  "e_above_lowest_kcal_mol": 20.7,
  "multiplicity": 1,
  "smiles": "Cc1ccccc1.Cc1ccccc1",
  "largest_force_ev_per_a": 1.68,
  "charge": 0
}

---

Record 3
{
  "formula": "C14H16",
  "method": "ωB97M-V/def2-TZVPD",
  "symbols": ["C", "C", "C", "C", "C", "C", "C", "H", "H", "H", "H", "H", "H", "H", "H", "C", "C", "C", "C", "C", "C", "C", "H", "H", "H", "H", "H", "H", "H", "H"],
  "xyz": [[0.85396, -0.57591, -2.46847], [3.60800, 1.55377, -1.27006], [3.02672, 2.67363, -0.72856], [3.02113, 0.50717, -1.96897], [1.59545, 0.51012, -1.79305], [1.69937, 2.83990, -0.88687], [0.93915, 1.68201, -1.28987], [4.76166, 1.56655, -1.09406], [3.70501, 3.40299, -0.41321], [3.45624, -0.38664, -2.37676], [1.26608, 3.72087, -0.47264], [1.44173, -1.30121, -3.14231], [-0.13365, -0.39167, -2.92769], [-0.10721, 1.63334, -1.31418], [0.54592, -1.21988, -1.70334], [-3.11207, 0.46931, 2.64257], [-2.32639, -2.35188, 0.31061], [-1.03902, -2.62574, 0.65032], [-3.06336, -1.51106, 1.15528], [-2.31356, -0.63092, 1.99245], [-0.32615, -1.83232, 1.60933], [-0.94001, -0.73751, 2.13963], [-2.73586, -2.70017, -0.64139], [-0.44440, -3.30398, 0.14599], [-4.08440, -1.44902, 1.00539], [0.73377, -1.99982, 1.71656], [-3.87017, 0.00052, 3.29405], [-3.44393, 1.31155, 1.99135], [-0.32789, 0.14605, 2.62170], [-2.38611, 0.99998, 3.21620]],
  "atomic_forces_ev_per_a": [[-0.50, -1.76, -1.13], [4.78, -1.15, -0.18], [0.28, -0.93, -1.44], [-2.74, 1.11, 2.52], [1.01, 2.31, -1.85], [-2.32, -2.18, 0.62], [2.78, -0.23, -0.51], [-1.97, -0.35, -0.72], [0.52, 1.20, 0.83], [0.63, 0.18, -0.14], [-0.76, 0.49, -0.13], [-0.54, 1.61, 0.78], [0.69, 0.69, -0.19], [-1.38, 0.40, 0.10], [-0.51, -1.41, 1.50], [0.60, 0.33, 0.07], [-1.05, 0.05, 0.13], [1.41, 1.88, 1.80], [3.75, 0.50, -0.13], [-2.47, -0.26, -1.01], [-0.37, -1.02, -1.70], [0.78, 2.04, 1.10], [-0.16, -0.47, 0.61], [0.85, -1.44, -1.20], [-1.92, 0.60, -0.05], [0.11, -0.07, 0.14], [0.05, 0.75, -0.38], [-0.47, -1.18, 0.01], [-1.36, -2.07, -0.67], [0.29, 0.38, 1.23]],
  "nbo_charge": [-0.652, -0.175, -0.253, -0.232, 0.003, -0.183, -0.226, 0.197, 0.213, 0.220, 0.211, 0.216, 0.225, 0.208, 0.227, -0.637, -0.201, -0.232, -0.207, -0.018, -0.199, -0.219, 0.213, 0.206, 0.207, 0.214, 0.225, 0.222, 0.217, 0.210],
  "e_above_lowest_kcal_mol": 54.5,
  "multiplicity": 1,
  "smiles": "Cc1ccccc1.Cc1ccccc1",
  "largest_force_ev_per_a": 4.92,
  "charge": 0
}